117
Properties=species:S:1:pos:R:3:forces:R:3:mulliken_spin:R:1 method="wB97M-V/def2-TZVPD" homo_lumo_gap_ev="4.0 / 5.5" spin_multiplicity=5 energy_ha=-6426.5320 charge=-2
H -0.996949 -1.480179 8.100443 -0.10 -0.12 0.02 0.00
C 3.135409 -2.295856 0.187716 -0.12 0.03 0.11 -0.11
S 1.475662 2.034654 -1.968149 1.42 -0.10 -2.57 0.06
H -6.210860 0.657955 -1.421176 -0.11 -0.01 0.03 0.00
C 4.058931 2.056061 -1.379876 -0.10 0.00 -0.12 0.01
H -5.063362 -2.769014 1.402628 -0.13 0.02 0.06 0.00
C 2.718921 2.835608 0.451251 -0.58 0.20 -0.09 0.01
C 0.111098 -3.088675 -2.491978 -0.31 -0.43 -0.05 0.01
H 4.006450 -1.343445 -5.019085 -0.05 0.04 -0.06 0.00
H 1.741129 0.661956 -4.758536 -0.02 0.13 -0.05 0.00
S -2.530619 1.378046 0.376109 0.24 -1.47 0.00 0.50
C -2.268251 -1.011961 -4.982193 -0.09 0.19 0.07 0.00
C -2.512909 3.091357 0.330198 -0.14 0.68 0.06 0.08
N -3.047040 3.760636 1.300238 0.20 -0.94 -0.13 0.03
C -4.446234 0.468160 -2.605156 -0.02 -0.04 -0.04 0.02
C 2.468915 -1.652450 -3.565310 0.01 -0.12 0.03 0.01
C 2.126527 -3.359953 0.607867 0.09 0.17 -0.05 0.08
C 1.161448 2.777622 5.693905 0.03 0.01 -0.06 0.04
H 2.149367 -3.483265 1.689621 0.03 -0.04 0.12 -0.02
C -3.998270 -4.012725 -0.659277 0.20 0.05 0.03 0.00
H 1.116795 -3.083683 0.330705 -0.16 -0.05 -0.04 0.00
H -2.541291 -1.758102 6.284908 0.01 -0.12 0.05 0.00
N 0.783080 -2.044860 -1.862713 0.01 0.03 0.06 -0.02
C -2.797252 -1.115832 -1.860575 -0.53 0.23 0.06 0.01
H -0.159130 -0.230619 10.347114 -0.01 -0.02 0.07 0.00
H 0.452207 -1.373735 -4.143268 -0.07 -0.04 -0.03 0.00
H 0.574736 -2.556590 -6.302590 -0.08 -0.03 -0.11 0.00
H 2.707636 -1.076178 1.933990 -0.04 0.10 0.15 -0.03
H 4.120935 -2.671227 0.502788 -0.14 0.05 -0.12 0.00
C -4.938119 -0.935190 -0.757222 -0.05 0.02 -0.05 0.00
C 3.227986 -2.050369 -1.304805 0.05 -0.20 0.09 -0.01
C -1.905604 -1.222342 5.580756 0.05 0.03 0.01 0.03
O 0.145011 2.232310 -1.398413 -0.13 -0.45 0.45 -0.01
C 5.197925 2.175588 -0.610318 0.08 0.08 0.32 0.00
C 1.638940 -0.182089 -5.437080 -0.06 -0.04 0.21 0.00
H 0.788205 -0.011829 -6.097733 -0.05 0.05 -0.05 0.00
C -0.557758 -0.624969 7.599919 0.08 0.00 0.16 -0.02
H 2.532786 -0.248778 -6.056571 0.08 0.01 -0.08 0.00
H -2.521648 -0.634313 4.904684 -0.08 0.05 -0.06 0.00
H 2.375591 -4.313061 0.142284 -0.05 -0.13 -0.06 0.00
H 1.260100 -3.598207 -5.047025 -0.03 -0.11 -0.03 0.00
C -0.368196 0.778138 5.650370 -0.06 -0.03 -0.34 0.03
C -2.518865 0.211162 -4.094902 0.30 0.04 -0.07 0.00
C 0.569157 1.567418 6.341157 -0.07 -0.02 -0.12 -0.06
H -4.740924 1.258039 -3.285346 0.02 0.01 -0.04 0.00
S 1.152142 3.317352 1.179432 0.31 1.36 1.05 0.05
H 1.391376 0.588666 10.132895 0.03 0.02 0.02 0.00
O 1.506788 3.895003 2.464211 0.14 -0.15 -0.16 0.00
O 1.701766 2.871488 -3.130094 -0.05 0.13 0.39 0.00
C -3.223347 -0.163223 -2.804177 -0.22 0.10 -0.15 -0.01
C 1.416158 -1.466819 -4.634664 0.01 0.08 -0.14 0.00
H 5.855070 -1.515670 -3.409076 0.03 -0.03 0.00 0.00
H 0.379155 3.515953 5.513437 0.07 0.10 -0.11 -0.01
H 1.934126 3.224121 6.319663 0.04 0.02 0.07 0.00
H -3.813004 -4.884000 -0.032921 0.00 -0.13 0.09 0.00
H 1.241177 -1.134128 9.770800 0.04 -0.06 0.10 0.00
H -1.566272 5.455485 -1.812794 0.06 0.09 0.03 0.02
O 1.677911 0.612821 -2.242852 0.24 0.45 0.08 -0.07
Pt -0.053965 0.464881 -0.107271 -1.22 0.23 0.44 0.12
H -1.812042 -0.709708 -5.924437 0.07 0.06 -0.11 0.00
H -1.283492 3.168646 -1.298573 -0.50 0.19 0.15 -0.05
H -1.609235 -1.722840 -4.497624 0.09 -0.11 -0.04 0.00
C -1.267095 1.050037 -3.868953 -0.20 0.02 -0.07 -0.02
H 4.088730 1.700818 -2.398729 0.16 -0.09 -0.08 0.00
H 5.348345 -1.976930 -1.049559 -0.04 -0.03 0.06 0.00
H -3.211239 -1.511477 -5.207868 -0.06 -0.10 0.00 0.00
H -1.364059 -1.939403 4.961531 -0.06 -0.13 -0.06 0.00
C -3.411842 -2.753378 -0.008755 -0.03 -0.19 0.02 0.02
N -1.477145 -1.647501 -1.887236 -0.07 -0.06 -0.22 0.00
C -5.287289 0.117752 -1.573100 -0.08 0.03 0.00 0.01
C -3.705870 -1.558894 -0.884695 0.18 -0.04 -0.03 -0.07
H 2.107411 -0.405151 0.401151 0.14 0.00 0.16 0.02
H -0.515321 0.524069 -3.289321 0.05 -0.05 -0.05 -0.01
H -3.765431 -1.626166 1.790793 -0.03 0.17 0.21 -0.01
B -0.232601 -1.105575 -1.385907 -0.25 0.52 0.56 -0.06
C 4.536019 -1.898926 -1.763980 0.11 0.06 -0.03 0.00
Se -0.836833 1.293726 3.852586 -0.10 -0.24 0.59 0.61
H -3.535540 -3.353538 2.058169 0.03 -0.11 0.10 0.00
C -2.570237 5.786849 0.085323 -0.01 -0.22 0.10 -0.15
N -2.056975 3.662456 -0.847422 0.19 0.08 0.08 0.27
C 3.786245 -1.536165 -3.977900 0.08 -0.07 0.01 0.00
C 3.854680 2.964960 1.224851 0.56 -0.02 0.09 0.00
H -2.328347 -2.868005 0.074867 -0.05 0.00 -0.04 0.03
Te -0.578622 -1.088121 1.800060 -0.01 -0.13 0.20 1.18
C 2.934036 -0.944786 0.877161 -0.01 -0.16 -0.07 0.29
H 5.986232 2.707849 1.317764 0.03 0.05 0.06 0.00
C -0.928581 -0.338658 6.293633 0.04 0.20 -0.05 0.05
C -1.212385 -2.860724 -2.500483 0.26 -0.51 -0.08 0.00
C 0.359492 0.152896 8.294624 0.01 0.04 0.02 0.04
O 0.445489 2.046695 1.376753 -0.14 -0.15 -0.44 0.19
H -3.558299 -4.201688 -1.633722 0.02 -0.04 -0.13 0.00
H -5.624029 -1.258414 0.009543 -0.05 -0.03 0.14 0.00
C -3.985890 -2.613931 1.400149 0.24 0.05 -0.15 0.05
H 2.329275 -2.721705 -6.145781 0.08 -0.02 -0.06 0.00
H -3.485739 5.633421 2.055213 -0.02 0.18 0.03 0.04
H -2.001630 -3.474144 -2.894580 -0.02 -0.08 -0.09 0.00
H 3.727843 3.352029 2.223792 0.05 -0.03 0.12 0.00
H 1.574356 2.530926 4.715828 -0.01 0.12 -0.06 -0.01
H -1.531378 1.952105 -3.323559 0.03 0.07 0.09 0.00
H 0.652691 -3.934926 -2.875476 0.00 -0.07 -0.07 0.00
H 1.634037 1.864114 8.164677 0.08 0.07 0.05 0.00
C 2.160948 -1.904965 -2.207289 0.75 -0.13 -0.29 -0.02
H 6.165222 1.912924 -1.022654 -0.03 -0.01 -0.02 0.00
H -5.073826 -3.899583 -0.790030 -0.13 0.01 0.00 0.00
H 3.830621 -0.333210 0.774041 0.02 0.11 -0.01 0.00
C -3.079537 5.116982 1.199263 -0.22 1.00 -0.07 0.46
C 1.392459 -2.665522 -5.591157 -0.15 0.13 0.25 0.00
C 0.730459 -0.171433 9.717940 -0.05 -0.06 -0.14 0.00
C -2.025318 5.049419 -0.925501 -0.10 0.35 -0.19 0.40
O 0.556199 4.259775 0.261229 0.17 -0.27 0.05 0.01
H -3.222210 0.850885 -4.649983 0.07 -0.13 0.18 0.00
C 0.917965 1.241469 7.641961 -0.10 -0.11 0.14 -0.02
C 2.816345 2.383969 -0.848243 -0.07 -0.08 0.13 -0.03
C 4.829743 -1.640950 -3.082612 0.08 0.02 -0.02 0.00
C 5.097022 2.626399 0.707607 -0.17 -0.07 -0.25 0.00
H -0.827908 1.352514 -4.818410 0.08 0.00 -0.11 0.00
H -2.576669 6.865588 0.037086 0.03 0.09 -0.03 -0.01

---

116
Properties=species:S:1:pos:R:3:forces:R:3:mulliken_charge:R:1 method="wB97M-V/def2-TZVPD" homo_lumo_gap_ev=5.8 energy_ha=-4355.2159 charge=-1 de_lowest_kcal_mol=0.0
H -2.611329 -4.049405 -5.579837 0.00 0.00 0.00 0.36
H -6.513349 0.489393 0.390713 0.00 0.00 0.01 0.37
C -5.639490 -0.492379 4.401927 -0.02 -0.02 0.02 -0.58
C 0.281463 -1.444810 -2.940876 -0.06 0.02 0.01 0.49
C -0.696723 0.094632 -6.609252 0.02 0.00 -0.01 -1.62
C 3.263495 3.506323 -3.372754 0.00 -0.02 -0.02 -1.82
H 1.570533 3.236240 -1.220551 0.01 0.06 -0.02 -0.19
S -0.075662 2.265087 1.398215 -0.08 0.02 0.13 -0.54
H 0.500072 -0.495953 -3.431056 0.01 0.01 -0.03 -0.78
C 1.643124 2.461859 1.740108 -0.06 0.16 0.14 0.71
C 2.009363 -3.029888 1.123246 -0.01 0.00 -0.04 -0.75
H -1.851631 5.281001 -1.386657 0.01 0.01 0.00 0.38
C 4.058144 2.015716 1.415296 0.03 -0.01 0.00 -1.89
H -6.351738 -1.069682 3.824801 0.01 0.01 0.00 0.43
C 1.140459 -2.136375 0.528430 -0.08 0.10 0.04 0.00
H -3.093439 1.575071 6.420512 0.00 0.00 -0.01 0.38
H 1.839417 5.104747 -5.083879 0.00 0.00 0.00 0.34
H -3.649997 1.957289 -3.431696 0.00 0.00 -0.01 0.05
C -1.238901 -2.932399 -4.368916 0.00 0.04 -0.03 -0.19
C -4.383556 0.459372 0.215178 -0.06 0.04 0.08 -0.51
N 0.228188 -1.207419 -1.486024 -0.02 0.34 -0.04 1.58
H 3.402420 2.593153 -2.791171 0.01 0.01 0.00 0.27
H -2.087884 -0.438645 -2.254251 -0.04 -0.05 -0.07 -0.49
H 4.238233 1.813611 2.476255 0.00 0.00 -0.01 0.31
H -4.366317 2.557025 -1.929573 0.02 0.00 -0.04 0.83
C 0.975688 -2.060495 -0.929128 0.13 -0.18 0.16 -0.25
H -4.604530 -2.835617 -4.756542 0.00 0.00 0.00 0.41
H -3.023542 5.646641 -3.573874 0.00 0.00 0.00 0.35
H 0.381490 -0.033136 -6.488458 -0.01 0.00 0.00 0.35
C 1.819940 3.973293 -3.242747 -0.02 0.04 0.05 2.10
S 2.248157 0.768118 -0.296439 0.12 0.00 0.03 -0.44
C -2.701819 3.734795 -2.632214 -0.01 -0.07 0.00 2.30
C 1.580962 5.256173 -4.033363 -0.01 0.00 0.01 -1.77
C -5.741104 -1.505257 0.577164 0.02 -0.02 -0.01 -0.79
O 1.655939 -2.914830 -1.704159 -0.02 -0.05 -0.08 -0.55
O 1.016755 2.953722 -3.845995 0.00 -0.03 -0.03 0.30
O -1.509351 3.577684 -3.414854 0.01 0.04 0.02 -0.19
Ti -0.345968 0.657868 -0.332882 0.34 -0.13 -0.07 -1.38
Si -0.426009 2.334392 -3.383223 0.02 0.15 -0.10 -2.65
C -0.454617 2.586877 -6.554266 0.02 -0.02 0.01 -1.70
H -4.485427 4.944771 -2.849549 0.01 -0.01 0.00 0.38
H -2.440542 -2.300871 0.404624 0.00 0.01 0.01 0.13
C -3.341624 -1.699118 0.398860 0.03 -0.01 0.00 0.13
H 2.565432 -3.727296 0.513955 0.00 0.01 -0.01 0.56
H -0.928163 0.125305 -7.676539 0.00 -0.01 0.00 0.41
C -3.448922 0.492522 4.596905 0.01 -0.01 -0.01 -0.75
C -4.381789 -0.248283 3.874311 -0.03 -0.01 0.03 0.10
C 1.474057 4.174447 -1.771057 0.01 -0.05 -0.01 -1.14
H -1.648686 3.641951 -0.738897 -0.03 0.00 0.00 0.12
H 3.950776 4.270820 -3.002084 0.00 -0.01 0.00 0.42
H -4.325790 -1.030935 -3.067683 0.00 0.01 0.00 0.52
H 2.862048 -3.613885 3.005574 0.00 0.00 0.01 0.43
C -5.062136 0.737930 6.378197 0.01 0.00 -0.01 -0.66
H 2.385479 -1.886596 -3.332224 0.00 0.01 0.01 0.31
C -3.572826 4.718572 -3.405218 0.01 -0.01 0.00 -2.08
H -1.202727 -0.763402 -6.162643 0.01 0.02 0.00 0.23
H -2.816862 1.701857 -1.881241 -0.07 0.08 -0.01 -0.45
C -0.935404 1.029700 4.940033 0.01 -0.03 0.01 -0.70
H 2.229767 2.748849 3.799352 -0.01 0.03 -0.01 0.27
C -2.203691 -1.232500 -2.983279 0.03 0.00 -0.01 0.68
C 2.167170 -2.958118 2.497488 0.01 0.01 0.06 -0.84
H 4.390680 3.040848 1.219936 0.01 0.00 0.00 0.30
C -0.387080 -0.342566 3.287787 -0.02 -0.02 -0.08 -0.57
C -3.205595 -0.309247 0.213894 0.08 0.00 0.10 0.88
H -4.300976 1.529778 0.073500 0.03 -0.05 0.07 0.61
H -0.388873 -3.471146 -4.765910 0.06 -0.01 0.01 0.20
H 0.453583 4.542067 -1.658867 -0.03 0.01 0.01 -0.11
C -1.143782 1.380565 -5.923418 -0.02 0.01 0.03 2.06
H 1.319305 -3.263726 -3.704856 -0.03 -0.04 -0.03 0.23
H 3.495396 3.301109 -4.420353 0.01 0.01 0.00 0.34
H -3.228563 4.436055 -0.657241 0.00 0.00 0.00 0.50
C 1.966412 3.348309 2.919116 -0.01 -0.02 0.01 -1.94
H 2.185271 6.075270 -3.636270 0.00 0.00 0.00 0.43
C 1.419185 -2.038655 3.205844 0.02 -0.04 -0.03 -0.87
C -3.424195 2.401427 -2.460793 -0.03 0.00 -0.04 -1.08
H -6.712436 -1.964192 0.715008 0.00 0.00 0.00 0.44
C -2.504110 -3.259005 -4.846905 0.01 -0.01 0.01 -0.95
H -0.725239 2.651529 -7.610911 0.01 0.01 0.00 0.51
H 1.497708 -1.946892 4.279844 0.00 0.01 0.00 0.54
O -0.796662 1.233057 -4.549699 0.05 -0.05 0.02 0.18
C -2.332297 4.307182 -1.269208 0.02 0.01 -0.01 -1.96
H -4.652674 -3.353296 0.719104 0.00 0.00 0.00 0.39
H -2.217539 1.665381 3.318998 0.01 0.00 0.00 0.28
C 2.602956 1.830975 1.054087 0.12 -0.12 -0.13 0.99
H -4.113217 -0.629451 2.897973 0.01 -0.03 -0.02 0.32
C -3.463546 -1.564085 -3.449635 -0.01 -0.03 0.01 -0.51
H -0.760562 3.509209 -6.057177 -0.01 0.00 0.00 0.21
H -0.684150 2.078631 5.079491 0.01 0.00 -0.01 0.32
N -1.981841 0.251527 0.015444 -0.34 0.09 -0.30 0.13
H -2.976887 2.455270 -5.555129 0.00 0.00 -0.01 0.01
C -5.984730 -0.003821 5.656490 0.01 0.01 0.00 -0.47
C 0.522335 -1.223004 2.519640 0.04 -0.02 -0.03 0.33
C -2.109739 0.793308 3.976048 -0.01 0.00 -0.02 1.16
N -1.630526 -0.288032 3.108561 -0.03 0.06 -0.04 -0.06
H -1.085987 0.542638 5.908018 0.00 0.01 0.00 0.48
C -4.583612 -2.280428 0.576857 -0.03 0.01 -0.01 -0.85
H 2.808066 4.014853 2.711840 0.00 -0.01 0.00 0.43
C -5.624657 -0.132420 0.392881 0.02 0.01 0.01 -1.04
N 0.406878 -1.237659 1.194899 0.08 -0.12 0.13 0.99
C 1.470724 -2.409997 -3.054588 -0.04 -0.01 0.03 -0.26
H 0.526297 5.532174 -3.971690 0.01 0.00 0.00 0.17
C -3.619037 -2.577236 -4.388846 -0.01 0.01 0.01 -0.79
C -2.658785 1.525350 -6.027583 0.00 0.00 -0.01 -1.25
H 0.628407 2.499093 -6.464674 -0.01 0.00 0.00 0.28
C -1.074919 -1.916081 -3.436650 -0.03 0.00 -0.02 0.54
O -0.389940 1.571684 -1.993782 -0.18 -0.23 0.16 3.53
H -3.849376 4.299677 -4.374855 0.00 0.01 0.00 0.38
H -2.973862 1.538431 -7.074082 0.00 0.00 0.00 0.50
O 0.179422 0.385500 4.286657 0.00 0.02 -0.04 -0.29
H -6.967832 -0.198769 6.067350 0.00 0.00 0.00 0.37
H -5.320117 1.127840 7.355521 0.00 0.00 0.00 0.37
H -3.144419 0.687768 -5.522801 0.00 0.00 0.00 0.19
H 2.152648 4.908297 -1.329079 -0.01 0.01 -0.01 0.68
H 1.105315 3.962146 3.183298 0.01 0.01 -0.01 0.44
H 4.682813 1.343936 0.829140 0.00 0.00 0.00 0.46
C -3.801355 0.985679 5.847874 -0.01 0.02 0.02 -0.42